No. 1
Below is a structure of composition C7H6N2O2 at a distorted geometry, with properties calculated with the ωB97M-V functional and the def2-TZVPD basis.

XYZ file:
```
17
Properties=species:S:1:pos:R:3
O -0.101 0.094 -3.123
O -0.342 1.233 -1.157
N 0.324 1.553 2.313
N -0.046 2.061 0.979
C 0.177 -1.213 -1.178
C -0.106 -1.331 0.249
C -0.188 0.071 -1.751
C -0.128 -0.205 0.896
C 0.161 -2.607 0.854
C 0.167 0.258 2.357
C -0.184 1.021 0.228
H 0.867 -2.411 2.009
H 0.799 -0.631 -3.631
H 0.618 -3.529 0.177
H 0.319 -2.122 -1.607
H -0.975 -3.099 0.975
H 0.583 -0.091 3.334
```

Summary:
Energy above the lowest of the compared OMol25 structures with the same formula, charge and spin: 717.73 kJ/mol
HOMO energy: -8.563 eV
Spin multiplicity: 1
Maximum force: 6.80 eV/A
Gap between HOMO and LUMO: 7.75 eV

***

No. 2
Below is a structure of composition C30H29N6OPS4Tm, with properties calculated with the ωB97M-V functional and the def2-TZVPD basis.

XYZ file:
```
72
Properties=species:S:1:pos:R:3
Tm -1.179 -0.947 0.492
S -2.611 -1.952 -1.930
S -3.787 -0.865 1.295
S -0.570 -4.592 1.716
S -1.917 1.421 1.576
P 0.877 -0.055 -1.182
O 2.948 -0.088 2.673
N -3.594 0.490 -1.693
N -6.898 0.848 0.558
N 0.898 -0.584 1.935
N -2.266 0.889 -1.449
N -4.233 4.273 1.427
N -5.146 -1.185 -1.764
C 0.168 -1.318 -5.546
C 2.432 -0.961 -0.797
C -3.549 0.840 1.421
C -4.611 1.729 1.331
C 4.938 -2.091 -0.245
C 0.773 2.648 -0.556
C -5.894 1.251 0.962
C 2.899 -1.036 0.525
C -1.455 -1.323 3.839
C 0.628 0.439 -3.970
C 3.238 -1.471 -1.814
C 3.166 3.304 -1.795
C 2.113 0.267 3.783
C 2.434 4.282 -1.132
C 0.617 -0.488 -2.935
C 1.238 3.955 -0.515
C 0.687 -0.078 3.318
C 4.469 -2.047 -1.549
C 4.163 -1.578 0.774
C 0.357 -1.833 -3.212
C 0.400 0.020 -5.275
C -4.407 3.133 1.402
C 0.003 -0.542 5.684
C 0.144 -2.247 -4.513
C -3.860 -0.826 -1.756
C 1.504 1.662 -1.217
C 2.159 -0.558 1.699
C -0.007 -1.082 4.249
C -0.744 -3.254 0.938
C 2.709 1.998 -1.835
H -2.016 -0.389 3.886
H -4.316 1.119 -1.369
H -2.291 1.748 -0.909
H 0.062 0.816 3.267
H -1.548 -1.734 2.831
H 0.408 0.742 -6.082
H -0.617 -1.173 6.319
H 4.099 3.562 -2.280
H -0.415 0.468 5.704
H 5.907 -2.519 -0.027
H -5.845 -0.584 -1.344
H -0.155 2.392 -0.058
H 4.525 -1.604 1.792
H 0.664 4.712 0.005
H 0.333 -2.551 -2.397
H 2.901 -1.413 -2.838
H -1.825 1.069 -2.347
H -5.321 -2.173 -1.703
H 5.059 -2.451 -2.360
H 3.290 1.239 -2.344
H 0.818 1.485 -3.762
H -0.003 -1.642 -6.565
H 1.001 -0.511 6.121
H 2.802 5.299 -1.089
H -1.929 -2.041 4.507
H -0.058 -3.289 -4.723
H 0.548 -2.026 4.205
H 2.253 1.324 4.002
H 2.434 -0.323 4.640
```

Summary:
Energy above the lowest of the compared OMol25 structures with the same formula, charge and spin: 25.05 kJ/mol
HOMO energy (spin up / spin down): -5.905 / -7.835 eV
Spin multiplicity: 4
Maximum force: 0.99 eV/A
Gap between HOMO and LUMO (spin up / spin down): 5.42 / 7.33 eV
⟨S²⟩: 3.755

***

No. 3
Below is a cluster of 8 separate species, C37H38F5NO2 in total at a distorted geometry, with properties calculated with the ωB97M-V functional and the def2-TZVPD basis.

XYZ file:
```
83
Properties=species:S:1:pos:R:3
F 6.992 0.569 -7.672
F -6.305 -3.775 -4.088
F -10.049 2.352 -3.787
F -2.497 -0.178 0.886
F 6.503 4.061 7.482
O 5.652 -6.691 -1.699
O -0.832 -8.793 -2.654
N -0.609 7.198 11.133
C -6.775 -4.502 -8.136
C 0.909 -0.161 2.298
C -7.064 -5.510 -7.254
C -1.537 -7.830 -3.350
C 8.187 7.855 7.621
C -6.322 -3.281 -7.694
C -10.395 1.258 -3.029
C 10.308 -0.484 -5.419
C -0.525 -0.055 2.162
C 8.132 0.303 -6.973
C -2.620 7.278 9.690
C 7.939 -0.180 -5.712
C -1.134 5.322 9.690
C -6.376 -4.073 -5.399
C -1.724 7.838 10.577
C 8.890 6.787 8.222
C 10.515 -0.001 -6.718
C 6.496 6.336 6.727
C -10.155 0.055 -1.003
C -11.306 0.360 -3.520
C 9.045 -0.475 -4.894
C 4.597 -7.592 -2.144
C 7.019 5.322 7.545
C -2.313 5.957 9.237
C -11.018 -0.936 -1.490
C 1.612 -0.737 1.238
C -6.987 -5.233 -5.869
C 0.944 -1.202 0.102
C -9.748 1.105 -1.772
C 8.277 5.540 8.226
C -1.158 -0.429 1.009
C -0.413 -0.962 -0.074
C -6.041 -3.064 -6.330
C -0.373 5.990 10.646
C -11.622 -0.791 -2.760
C 7.062 7.595 6.887
C 9.425 0.464 -7.478
H 6.548 8.398 6.381
H -1.307 -6.788 -3.126
H 11.461 -0.061 -7.236
H -11.075 -1.824 -0.878
H 9.658 1.003 -8.384
H -1.486 -8.071 -4.412
H -2.582 -7.978 -3.078
H 8.642 8.834 7.659
H 3.619 -7.148 -2.329
H -12.375 -1.480 -3.112
H -6.017 -2.439 -8.297
H 11.106 -0.898 -4.821
H 1.463 -1.606 -0.755
H 0.595 5.618 10.947
H -5.934 -2.116 -5.823
H 8.741 4.699 8.719
H -6.739 -4.620 -9.209
H -1.790 8.804 11.056
H 4.983 -8.130 -3.010
H -3.507 7.735 9.277
H 2.689 -0.725 1.320
H -0.916 -1.417 -0.915
H -11.672 0.528 -4.522
H -2.980 5.488 8.529
H 8.756 -1.018 -4.006
H 4.582 -8.291 -1.307
H -0.454 -9.384 -3.309
H -7.525 -5.922 -5.235
H 6.922 -0.464 -5.484
H -9.195 1.897 -1.289
H -7.571 -6.437 -7.477
H -0.817 4.350 9.343
H -1.099 0.295 3.008
H -9.604 -0.157 -0.099
H 1.458 0.224 3.145
H 9.777 6.936 8.820
H 5.554 6.259 6.204
H 5.483 -6.706 -0.754
```

Summary:
HOMO energy: -9.238 eV
Spin multiplicity: 1
Maximum force: 2.92 eV/A
Gap between HOMO and LUMO: 9.79 eV
Structure (SMILES): Fc1ccccc1.Fc1ccccc1.Fc1ccccc1.Fc1ccccc1.Fc1ccccc1.c1ccncc1.CO.CO

***

No. 4
Below is the molecule C6H12O, with properties calculated with the ωB97M-V functional and the def2-TZVPD basis.

XYZ file:
```
19
Properties=species:S:1:pos:R:3
O -0.477 0.904 -3.066
C -1.028 -0.870 -1.740
C 0.700 -0.107 1.685
C -0.123 0.139 0.420
C 0.009 -0.247 -2.625
C -0.281 -1.133 -0.425
C 0.852 1.141 2.558
H 1.448 0.929 3.455
H 1.694 -0.477 1.393
H -0.129 1.512 2.887
H -0.772 -1.928 0.150
H 0.703 -1.489 -0.729
H 0.365 0.927 -0.178
H 1.352 1.951 2.009
H 0.232 1.292 -3.595
H 0.218 -0.909 2.265
H -1.113 0.532 0.701
H -1.939 -0.255 -1.636
H -1.291 -1.822 -2.223
```

Summary:
Energy above the lowest of the compared OMol25 structures with the same formula, charge and spin: 254.08 kJ/mol
HOMO energy: -8.599 eV
Spin multiplicity: 1
Maximum force: 0.83 eV/A
Gap between HOMO and LUMO: 9.56 eV

***

No. 5
Below is a cluster of 2 separate species, C3H6Cl2O3 in total at a distorted geometry, with properties calculated with the ωB97M-V functional and the def2-TZVPD basis.

XYZ file:
```
14
Properties=species:S:1:pos:R:3
Cl 1.371 1.680 2.032
Cl -1.917 -1.176 1.098
O 0.121 -1.004 -1.223
O -2.503 0.261 -1.014
O 2.775 -0.015 0.559
C 1.576 0.167 1.166
C -1.447 0.211 -0.050
C -0.189 0.120 -0.597
H -2.416 -0.226 -1.896
H -0.482 -1.764 -1.130
H 3.031 0.473 -0.274
H -1.769 1.041 0.566
H 1.502 -0.775 1.696
H 0.346 1.009 -0.933
```

Summary:
Energy above the lowest of the compared OMol25 structures with the same formula, charge and spin: 374.80 kJ/mol
HOMO energy (spin up / spin down): -7.922 / -8.083 eV
Spin multiplicity: 1
Maximum force: 5.69 eV/A
Gap between HOMO and LUMO (spin up / spin down): 8.17 / 8.33 eV